[1]
{"formula": "C6H11N3OS", "method": "wB97M-V/def2-TZVPD", "lumo_ev": [0.06, 0.06], "relative_energy_kcal_mol": 114.21, "e_homo_ev": [-7.8, -7.8], "symbols": ["S", "H", "H", "H", "H", "O", "H", "C", "C", "C", "H", "C", "N", "N", "H", "N", "H", "H", "C", "H", "H", "C"], "xyz": [[-1.504418, 2.520273, -0.453409], [1.936366, -0.600984, 1.190177], [0.500128, 1.527106, -3.056885], [-0.309655, -1.266498, 1.270603], [-0.268963, 1.806210, 1.939270], [-2.343956, 0.146875, 0.270387], [1.770452, -1.689005, 2.569483], [-0.098513, 0.954832, 1.244743], [0.001959, -0.414699, 1.884716], [1.445337, -0.673543, 2.182844], [-2.867724, 2.463767, -0.525071], [0.452630, 0.444708, -2.778132], [0.604695, -1.648925, -2.887161], [0.763560, -0.550992, -3.600524], [0.929200, -2.496996, -3.328932], [0.121466, -1.494078, -1.645197], [-0.553324, -0.382445, 2.861536], [1.890352, 0.003537, 2.883245], [0.122802, -0.147650, -1.520730], [0.771509, 1.266169, 0.625466], [-2.104304, -0.692657, 0.558916], [-1.259600, 0.924994, 0.314653]], "atomic_forces_ev_per_a": [[-0.832, -0.357, 0.270], [0.240, 0.121, 0.657], [-0.047, -1.415, 0.174], [-0.392, 0.455, -0.178], [0.016, -0.720, 0.155], [0.182, 2.974, 0.041], [-1.008, 0.876, -0.399], [-0.696, -0.006, -0.204], [0.350, -0.089, 2.183], [1.826, -1.856, -0.674], [0.647, -0.113, -0.033], [0.048, -0.062, 0.780], [-0.247, 0.113, -0.898], [0.486, 0.352, -0.175], [-0.444, -0.218, 0.490], [1.237, 1.494, -0.292], [0.064, -0.313, -1.001], [0.168, 0.790, 0.207], [-2.355, 0.426, 1.382], [-0.554, -0.498, 0.559], [0.611, -2.780, 0.956], [0.699, 0.826, -3.998]], "nbo_charge": [0.0440, 0.2148, 0.2164, 0.2204, 0.2304, -0.6481, 0.2150, -0.5239, -0.4325, -0.6005, 0.1499, -0.1861, -0.1886, -0.2525, 0.3956, -0.3481, 0.2090, 0.2046, -0.0833, 0.2716, 0.4984, 0.3935]}

[2]
{"formula": "C32H49CrNP2", "method": "wB97M-V/def2-TZVPD", "lumo_ev": [0.67, 0.65], "e_homo_ev": [-6.3, -6.6], "spin_multiplicity": 5, "symbols": ["H", "N", "C", "C", "H", "C", "H", "C", "H", "H", "H", "H", "H", "C", "H", "H", "C", "C", "H", "H", "C", "H", "H", "C", "H", "C", "C", "C", "H", "H", "C", "H", "P", "C", "C", "H", "H", "H", "C", "P", "H", "C", "H", "H", "H", "C", "H", "H", "H", "C", "H", "H", "C", "C", "C", "C", "H", "H", "H", "C", "C", "H", "H", "Cr", "H", "C", "C", "H", "H", "H", "H", "H", "C", "H", "H", "H", "H", "H", "C", "H", "C", "H", "C", "C", "H"], "xyz": [[0.928610, 4.960495, 0.264203], [1.479771, 0.101900, -0.847802], [-4.568418, 1.190726, 2.715109], [-1.845048, -4.461576, -0.666019], [5.016711, 5.154206, -0.497668], [1.197653, 1.784965, 2.982135], [-0.948542, -4.376621, 1.737184], [1.855181, -1.097569, -1.478591], [3.750258, -4.811069, -4.035492], [-5.222245, 1.131920, 3.650416], [2.361222, 3.677188, 3.267424], [-2.994676, -1.973974, -1.945839], [-1.491062, 0.445605, -3.216717], [0.775813, -2.044615, -1.724426], [-1.058082, 3.373056, 1.992734], [-2.518279, -4.238508, -1.507520], [5.383292, 4.174266, -0.299367], [2.698813, -4.848892, -3.585921], [-5.558371, -1.210280, 3.496752], [-2.307816, -5.176928, 0.041953], [-1.416589, -3.166499, 0.071247], [3.195535, 3.867750, 1.236995], [0.252029, 2.056180, 3.446378], [1.666430, 0.361268, 3.239840], [-0.672683, -2.660404, 2.058915], [3.207687, -1.479098, -1.802425], [-0.540426, -3.447097, 1.310544], [3.265637, 3.138709, 0.398739], [6.251959, 4.020067, -0.975052], [-0.953993, 3.586549, -1.081470], [2.304260, 1.223768, -0.854026], [4.505679, -2.913355, -2.642182], [0.674955, 2.058654, 1.198328], [1.102453, -3.252104, -2.366975], [2.402195, 2.639693, 3.480475], [2.512569, 2.478822, 4.566744], [2.543742, 0.179862, 2.584062], [-3.155525, -0.065951, -3.363035], [3.461221, -2.679809, -2.491072], [-0.857063, -1.765309, -1.021897], [5.130961, 2.490608, -2.379956], [-5.063022, -0.281180, 0.721025], [-3.660260, 1.743630, 2.909710], [-2.005285, 2.557653, -0.056335], [0.919014, -0.431756, 3.045572], [-4.303656, -0.174773, 2.084580], [1.030806, 4.783317, 2.020078], [-2.308201, -2.682512, 0.480352], [-0.798579, -1.825706, -4.046597], [3.322209, 1.371348, -1.866406], [-5.087092, 1.810212, 1.978261], [-2.155156, 4.352135, 0.065522], [4.315553, 2.325244, -1.681620], [-2.056618, -1.527838, -2.358098], [-1.667556, -2.329289, -3.639318], [4.289059, 3.138309, -0.529708], [-0.387034, 5.667302, 1.264029], [-0.950887, -4.994004, -1.135358], [-6.109091, -0.049714, 0.772657], [-1.799940, 0.057839, 1.198582], [-2.940744, -0.154078, 1.673213], [3.284359, 0.696448, -2.712122], [0.328931, -4.029752, -2.519428], [-0.233771, 0.158765, 0.233940], [-3.910171, -1.246429, 3.860107], [-0.391192, 3.524749, 1.100027], [-2.325383, -0.037671, -2.662233], [2.604337, -5.720519, -2.894965], [-4.461192, -2.301255, 2.546477], [-4.555211, 0.464182, 0.070568], [5.805598, 4.083070, 0.742915], [-4.840461, -1.273307, 0.204750], [-1.455710, 3.513093, -0.063513], [-1.368160, -3.347993, -3.383242], [1.984219, -4.937020, -4.407846], [3.326417, 2.260279, 2.972479], [0.565221, -3.532360, 1.077019], [1.991770, 0.271849, 4.279930], [2.386859, -3.514859, -2.851660], [-2.426173, -2.314161, -4.437641], [-4.607146, -1.296869, 3.030078], [-2.669155, 0.600833, -1.855519], [0.333496, 4.822410, 1.179814], [2.197900, 2.213992, 0.193964], [4.035276, -0.840215, -1.560761]], "atomic_forces_ev_per_a": [[-0.138, 0.094, 0.237], [0.442, 0.016, -0.383], [-1.627, 0.714, 0.887], [1.218, -0.350, -0.454], [-0.238, 0.922, 0.137], [0.685, 1.084, -0.549], [0.534, 0.175, 0.025], [-0.475, 0.064, 0.059], [-1.458, -0.169, 0.699], [0.884, 0.114, -1.181], [-0.287, 1.060, -0.024], [0.447, 0.383, -0.203], [-0.282, -0.323, 0.578], [1.716, -0.828, -0.270], [0.709, 0.186, -0.317], [-0.033, -0.157, 0.417], [1.317, -1.426, 0.306], [0.660, 0.809, 0.196], [-1.151, -0.059, -0.011], [0.066, 0.404, -0.435], [-0.211, -0.300, -0.541], [0.338, -0.621, -0.898], [0.035, -0.175, 0.721], [-0.292, -0.745, -0.634], [0.082, 0.022, -0.171], [-1.521, -0.922, -0.466], [0.681, 0.040, -0.581], [-1.665, -0.909, -0.740], [-0.527, 0.004, 0.287], [-0.545, 0.093, 1.153], [0.900, -0.177, -0.122], [-0.065, -0.329, -0.427], [1.380, -0.737, -0.001], [0.275, 0.108, -0.387], [0.191, -1.362, -0.109], [0.037, 0.192, -0.401], [-0.419, -0.092, 0.377], [-0.194, 0.227, -0.312], [-1.404, 1.229, 0.908], [1.065, 0.454, 1.057], [-0.172, -0.213, -0.061], [1.564, -0.548, -0.837], [0.250, -0.151, 0.456], [0.063, 0.383, 0.091], [0.210, 0.476, 0.009], [-1.020, 0.258, -0.905], [-0.130, 0.498, 0.008], [-0.267, -0.061, -0.088], [0.340, -0.096, -0.211], [-0.377, 0.784, 1.145], [-0.213, 0.042, 0.162], [0.268, -0.242, -0.058], [-0.893, -0.049, 0.774], [-1.032, -0.697, -0.360], [-0.131, 0.760, 0.383], [1.196, 1.192, 0.268], [0.632, -0.419, 0.106], [-1.013, 0.636, 0.762], [-0.658, -0.153, 0.115], [-5.193, -0.716, 2.791], [4.238, 0.278, -1.276], [0.149, 0.303, 0.002], [0.587, 0.626, 0.038], [1.910, -0.394, -1.569], [0.323, -0.068, 0.159], [-2.137, -0.249, 0.201], [0.100, -0.404, -1.170], [0.125, 0.572, -0.614], [-0.322, 0.886, 0.422], [-0.619, -0.282, 0.253], [-0.570, 0.345, -0.958], [-0.585, 1.043, 0.847], [1.350, -0.577, -0.727], [-0.307, 0.119, -0.253], [0.127, -0.342, 0.020], [-0.731, 0.239, 0.526], [-1.254, -0.157, 0.221], [0.001, -0.045, -0.095], [1.101, -1.389, 0.199], [-0.027, -0.083, 0.516], [1.058, -1.428, 0.003], [0.319, -0.225, 0.490], [0.206, 0.903, -0.181], [0.344, -0.128, -0.278], [0.063, 0.061, 0.243]], "mulliken_spin": [0.0001, -0.3381, 0.0273, 0.0015, 0.0001, -0.0309, 0.0010, 0.0334, 0.0001, 0.0014, 0.0001, 0.0046, -0.0092, -0.0421, 0.0027, 0.0001, 0.0005, 0.0003, 0.0010, 0.0000, -0.0208, 0.0001, 0.0080, 0.0880, -0.0038, 0.0097, 0.0711, -0.0044, 0.0002, -0.0003, 0.0453, -0.0002, 0.2669, 0.0024, 0.0003, 0.0000, -0.0064, 0.0045, -0.0009, 0.1911, -0.0003, 0.0162, -0.0034, 0.0011, -0.0143, -0.0145, 0.0002, 0.0173, -0.0007, 0.0089, -0.0004, 0.0021, -0.0018, -0.0309, -0.0034, 0.0065, -0.0008, 0.0002, 0.0005, -0.6031, 0.2202, 0.0040, 0.0000, 4.0114, -0.0044, -0.0438, 0.0708, 0.0002, -0.0022, -0.0042, 0.0001, 0.0006, 0.0682, -0.0001, 0.0001, 0.0004, -0.0039, 0.0058, 0.0062, -0.0007, 0.0202, 0.0035, 0.0006, -0.0389, 0.0018]}

> Number 2 is which compound?

C32H49CrNP2